C22H35NO4P2Re | ωB97M-V/def2-TZVPD

```
65
Properties=species:S:1:pos:R:3:forces:R:3
P -0.026 -2.433 -3.839 -0.892 -2.046 -5.351
P 0.478 0.990 -5.022 1.085 1.811 -5.036
C -0.595 -1.517 -5.406 0.085 0.162 -0.160
C 0.454 -0.576 -5.996 -0.663 -0.122 1.045
H -1.540 -1.000 -5.179 0.258 -0.014 -0.106
H -0.854 -2.208 -6.213 0.096 -0.434 0.472
H 1.491 -0.967 -5.952 -0.711 0.230 -0.027
H 0.236 -0.223 -7.029 0.058 -0.094 0.663
C -0.474 2.255 -6.071 -0.522 -0.213 0.378
H -0.438 3.203 -5.493 0.059 -0.246 -0.737
H -1.544 1.999 -6.146 0.439 -0.020 -0.252
H 0.030 2.388 -7.041 -0.397 -0.137 0.281
C 2.097 1.634 -5.506 0.330 -0.146 0.438
H 1.952 1.889 -6.579 0.650 -0.140 0.794
H 2.852 0.840 -5.364 -0.071 0.601 -0.134
H 2.336 2.516 -4.885 0.266 -0.246 -0.738
C -1.294 -3.720 -4.054 -0.094 -0.370 -0.029
H -1.223 -4.415 -3.219 -0.225 -0.070 -0.100
H -1.128 -4.246 -4.993 -0.047 -0.136 -0.015
H -2.283 -3.256 -4.080 0.084 -0.099 0.191
C 1.474 -3.217 -4.550 -0.177 -0.067 0.005
H 2.126 -2.471 -5.000 0.241 -0.148 0.079
H 1.211 -3.971 -5.290 0.045 0.051 -0.154
H 2.006 -3.706 -3.737 0.117 0.004 -0.062
Re 0.141 -1.953 -1.795 0.668 1.875 4.642
C -1.459 3.730 -1.147 -0.471 0.625 -0.300
C -2.419 3.478 -2.050 0.375 0.720 0.382
C -2.445 2.523 -3.200 -0.321 -0.152 -0.408
C -1.406 1.364 -3.124 -1.466 0.706 -0.319
C -0.153 1.965 -3.731 0.301 -3.931 2.661
C 0.895 2.617 -3.105 -0.425 -0.369 1.849
C 0.735 3.895 -2.435 0.770 0.717 -2.289
C 0.009 3.371 -1.152 0.165 -0.362 1.037
C 0.934 -3.679 -1.106 -0.060 -0.229 0.468
H -1.707 4.448 -0.356 0.075 -0.176 -0.381
H -3.295 4.138 -2.022 0.080 -0.575 0.385
H -2.261 3.040 -4.163 -0.185 0.109 0.467
H -3.474 2.148 -3.346 0.453 -0.162 0.366
H -1.245 0.935 -2.128 0.239 0.693 0.328
H -1.812 0.450 -3.615 0.589 0.824 -0.519
H -1.504 -1.775 -1.559 0.709 -0.573 -0.821
H 1.682 1.871 -2.855 0.224 1.030 -0.294
H 0.084 4.479 -3.101 -0.212 0.141 0.721
H 1.673 4.487 -2.383 -0.517 -0.642 0.801
H 0.188 2.293 -0.929 0.023 0.476 -0.254
H 0.577 3.885 -0.363 -0.418 -0.178 0.050
H 2.023 -3.576 -0.976 -0.004 0.185 -0.309
H 0.728 -4.719 -1.374 -0.183 0.224 0.033
H 0.537 -3.448 -0.074 -0.099 -0.440 -0.346
O -1.674 -0.400 0.060 2.111 0.885 0.400
C -0.481 -0.205 0.368 -2.427 0.237 1.113
O 0.532 -0.542 -0.410 -0.131 0.671 0.135
C -0.174 0.420 1.721 -0.270 -0.252 0.857
C -1.248 0.708 2.600 -0.031 0.096 0.207
C -1.048 1.267 3.868 0.639 0.260 0.128
C 0.265 1.541 4.303 -0.436 -1.284 -3.046
C 1.351 1.140 3.494 -0.209 0.333 0.445
C 1.119 0.585 2.227 0.372 -0.033 0.004
N 0.494 2.341 5.443 0.874 2.438 3.818
O -0.473 2.793 6.090 1.221 -1.166 -1.576
O 1.670 2.614 5.765 -1.806 -0.832 -1.017
H -2.276 0.486 2.328 0.270 0.053 -0.270
H -1.875 1.537 4.534 0.287 -0.182 -0.444
H 2.362 1.308 3.888 -0.501 -0.122 -0.364
H 1.973 0.249 1.630 -0.287 0.252 0.219
```
Positions in Å, forces in eV/Å.

Properties
**Kohn-Sham gap (spin up / spin down)**: 4.9 / 3.2 eV
**2S+1**: 4
**Net charge**: +2
**Energy relative to the best compared isomer or geometry (same formula, charge and spin)**: 118.3 kcal per mole
**Expectation value of S²**: 3.774
**DFT total energy**: -1974.9609 Eh
**LUMO level (spin up / spin down)**: -8.58 / -10.33 eV